Record 1
Computed, not measured: one molecule with the formula C3H4INOS in a non-equilibrium geometry, with ωB97M-V with the def2-TZVPD basis set.

Element x y z (Å)
C: -0.61 -0.69 0.01
C: -0.51 0.70 0.65
C: 0.79 -1.34 -0.45
N: 0.64 1.48 0.35
O: -1.63 -1.29 -0.12
S: -0.09 1.59 -1.30
I: -2.31 1.30 1.64
H: 0.32 -2.14 -1.00
H: 1.45 -1.45 0.40
H: 1.26 -0.56 -0.95
H: 0.68 2.39 0.76

Values from the calculation:
Structure (SMILES): CC(=O)[C@@]1(I)NS1
Total charge: 0
ΔE to the lowest compared entry with this formula, charge and spin in kcal/mol: 63.4
Max |F| in eV Å⁻¹: 3.7

List of Mulliken charges in e, atom by atom:
1. C 0.5703
2. C -0.0575
3. C -0.9241
4. N -0.4235
5. O -0.5122
6. S -0.1349
7. I 0.1802
8. H 0.3271
9. H 0.3326
10. H 0.2940
11. H 0.3480

***

Record 2
Computed, not measured: a 8-piece molecular cluster, C4H24N2O8 overall in a non-equilibrium geometry, with ωB97M-V with the def2-TZVPD basis set.

Element x y z (Å)
C: 2.23 -0.85 0.30
C: 2.63 0.35 1.19
C: 1.60 1.43 1.31
C: 2.05 2.70 0.55
N: 1.73 2.63 -0.81
O: 2.70 3.60 1.10
N: 0.94 -1.33 0.91
H: 1.99 -0.44 -0.75
H: 2.94 -1.70 0.31
H: 3.56 0.80 0.97
H: 2.69 -0.07 2.32
H: 1.47 1.54 2.36
H: 0.60 1.13 0.84
H: 1.87 3.38 -1.49
H: 0.95 2.04 -0.97
H: 1.31 -1.96 1.64
H: 0.50 -1.91 0.15
H: -0.67 -4.88 -0.72
H: 0.00 -3.59 -0.69
O: -0.67 -4.13 -0.18
H: -2.77 0.87 2.32
H: -4.09 1.80 1.92
O: -3.40 1.20 1.58
H: 0.23 -1.86 -2.32
H: 1.56 -1.97 -2.03
O: 0.78 -2.36 -1.74
H: -1.79 -0.87 3.90
H: -0.75 -0.18 2.95
O: -1.71 -0.28 3.15
H: -2.03 0.78 -1.91
H: -1.46 0.57 -0.53
O: -1.20 0.73 -1.39
H: 0.28 0.02 -3.64
H: -1.21 -0.03 -3.66
O: -0.43 -0.67 -3.73
H: -4.47 0.67 -0.57
H: -3.83 1.87 -1.19
O: -4.12 0.98 -1.42

Values from the calculation:
Structure (SMILES): NCCCC(N)=O.O.O.O.O.O.O.O
Total charge: 0
ΔE to the lowest compared entry with this formula, charge and spin in kcal/mol: 51.8
Max |F| in eV Å⁻¹: 3.8

List of Mulliken charges in e, atom by atom:
1. C -0.5140
2. C -0.6444
3. C 0.0327
4. C 0.2070
5. N -0.2986
6. O -0.6320
7. N -0.3006
8. H 0.1237
9. H 0.3998
10. H 0.4233
11. H 0.2258
12. H 0.2736
13. H -0.0324
14. H 0.2561
15. H 0.1560
16. H 0.2642
17. H 0.1409
18. H 0.3025
19. H 0.3510
20. O -0.6473
21. H 0.3945
22. H 0.3018
23. O -0.6353
24. H 0.4509
25. H 0.2290
26. O -0.6633
27. H 0.2844
28. H 0.3082
29. O -0.6712
30. H 0.3484
31. H 0.2429
32. O -0.5611
33. H 0.3308
34. H 0.2783
35. O -0.7044
36. H 0.3113
37. H 0.3211
38. O -0.6537

***

Record 3
Computed, not measured: C37H35N2O4P2Rh as an isolated structure in a non-equilibrium geometry, with ωB97M-V with the def2-TZVPD basis set.

Element x y z (Å)
Rh: 0.84 -0.47 0.28
C: 1.42 3.11 -3.45
O: 0.57 4.14 -2.94
C: 0.26 4.19 -1.61
C: -0.03 5.46 -1.13
C: -0.40 5.64 0.19
C: -0.48 4.55 1.03
C: -0.19 3.26 0.58
C: -0.40 2.23 1.61
N: -0.17 0.97 1.61
N: -0.56 0.36 2.80
C: -0.45 -0.95 2.78
O: -0.03 -1.69 1.83
C: -0.84 -1.65 4.05
C: -1.17 -0.94 5.20
C: -1.50 -1.61 6.37
C: -1.52 -3.00 6.39
C: -1.21 -3.71 5.24
C: -0.87 -3.04 4.08
C: 0.18 3.09 -0.76
O: 0.34 1.84 -1.31
H: 1.79 3.50 -4.40
H: 0.86 2.19 -3.63
H: 2.25 2.92 -2.78
H: 0.05 6.29 -1.82
H: -0.63 6.63 0.56
H: -0.77 4.68 2.06
H: -0.84 2.61 2.53
H: -1.15 0.14 5.17
H: -1.75 -1.05 7.26
H: -1.79 -3.53 7.30
H: -1.23 -4.80 5.25
H: -0.61 -3.58 3.17
O: 2.54 1.81 -0.66
C: 1.57 1.18 -1.08
C: 1.69 0.01 -2.03
C: 2.95 -0.23 -2.59
C: 3.11 -1.21 -3.55
C: 2.02 -1.99 -3.95
C: 0.78 -1.80 -3.36
C: 0.59 -0.80 -2.41
P: -0.85 -0.70 -1.31
C: -2.02 0.53 -1.92
C: -2.07 0.92 -3.25
C: -2.93 1.92 -3.66
C: -3.76 2.54 -2.73
C: -3.73 2.15 -1.40
C: -2.86 1.15 -0.99
C: -1.69 -2.30 -1.48
C: -1.14 -3.39 -0.81
C: -1.73 -4.64 -0.89
C: -2.89 -4.80 -1.64
C: -3.46 -3.72 -2.29
C: -2.86 -2.47 -2.22
H: 3.77 0.40 -2.29
H: 4.08 -1.37 -4.00
H: 2.14 -2.75 -4.70
H: -0.05 -2.44 -3.63
H: -1.40 0.45 -3.98
H: -2.95 2.23 -4.69
H: -4.43 3.33 -3.05
H: -4.37 2.64 -0.67
H: -2.80 0.86 0.05
H: -0.25 -3.24 -0.20
H: -1.30 -5.48 -0.37
H: -3.36 -5.78 -1.70
H: -4.37 -3.84 -2.87
H: -3.31 -1.62 -2.73
C: 2.95 1.03 2.54
P: 2.83 -0.45 1.48
C: 4.42 -0.45 0.61
C: 3.00 -1.82 2.66
H: 3.86 1.02 3.14
H: 2.08 1.07 3.19
H: 2.94 1.91 1.89
H: 5.23 -0.43 1.35
H: 4.47 0.43 -0.02
H: 4.52 -1.34 0.00
H: 3.92 -1.70 3.24
H: 3.03 -2.77 2.13
H: 2.14 -1.83 3.33

Values from the calculation:
Total charge: 0
DFT total energy in a.u.: -2634.6694
Max |F| in eV Å⁻¹: 1.5

List of Mulliken charges in e, atom by atom:
1. Rh -0.4692
2. C -0.4670
3. O -0.4977
4. C 0.0794
5. C -0.6074
6. C -0.8659
7. C -0.9379
8. C 0.9816
9. C -1.3008
10. N 2.0773
11. N -1.1191
12. C 0.2331
13. O -0.7414
14. C 0.4918
15. C -0.2136
16. C -0.7188
17. C -0.3515
18. C -0.7294
19. C -0.3181
20. C 0.1986
21. O 2.1122
22. H 0.3728
23. H 0.0954
24. H 0.2373
25. H 0.4954
26. H 0.4128
27. H 0.4362
28. H 0.2208
29. H 0.4189
30. H 0.3892
31. H 0.3854
32. H 0.3975
33. H 0.4031
34. O -0.6912
35. C -1.2692
36. C 0.8800
37. C -1.4356
38. C -0.8774
39. C -0.7703
40. C -0.7230
41. C 0.3207
42. P 1.6951
43. C 0.1957
44. C -0.1722
45. C -0.7971
46. C -0.5740
47. C -0.7522
48. C -0.1464
49. C 0.1739
50. C -0.4193
51. C -0.8442
52. C -0.5040
53. C -0.8221
54. C -0.1060
55. H 0.4965
56. H 0.4448
57. H 0.4380
58. H 0.5164
59. H 0.4141
60. H 0.4299
61. H 0.3895
62. H 0.4400
63. H 0.4198
64. H 0.3087
65. H 0.4302
66. H 0.3855
67. H 0.4221
68. H 0.3768
69. C -1.5140
70. P 1.5017
71. C -1.1941
72. C -1.2831
73. H 0.5488
74. H 0.2570
75. H 0.2662
76. H 0.5099
77. H 0.1619
78. H 0.3148
79. H 0.4764
80. H 0.3271
81. H 0.2522